Below is a molecular structure, C37H38BrN4O4Zr, with properties calculated with ωB97M-V/def2-TZVPD.

Last column: Löwdin charge in e.
Atoms and positions in Å:
H  4.820  0.590  1.950  0.115
C  -3.956  1.042  0.442  0.028
C  0.290  -3.698  1.069  -0.279
Br  -5.456  3.812  5.832  0.800
C  4.914  2.435  3.081  -0.123
H  5.146  1.992  0.938  0.141
H  -1.060  -2.220  -7.547  0.128
C  -5.322  3.802  3.955  -0.688
H  3.471  -3.003  -2.122  0.099
H  -7.249  3.590  1.182  0.128
C  0.887  -3.916  -0.179  -0.033
C  -6.366  3.665  1.803  -0.005
N  -0.014  0.789  -0.763  -0.012
C  2.209  -3.526  -0.454  -0.294
C  1.756  -1.106  -5.996  -0.030
H  0.567  -2.781  2.993  0.158
H  -1.680  -3.379  1.834  0.092
H  2.043  -1.000  -3.882  0.114
H  -2.445  -1.982  -3.156  0.114
C  -1.494  3.023  -1.548  0.062
C  2.355  -2.615  1.811  -0.281
C  -1.639  -2.501  -2.638  0.036
H  2.106  -4.060  -2.539  0.092
H  -3.594  -0.897  1.329  0.136
H  -1.773  -2.505  -5.222  0.124
H  1.186  -1.333  -8.053  0.131
C  -1.318  0.936  -0.375  -0.150
H  3.548  2.859  4.778  0.146
H  2.738  -0.722  -6.235  0.123
H  1.770  1.624  3.231  0.169
O  -1.018  -1.186  0.560  -0.259
N  -4.265  3.114  -0.856  0.089
C  -3.451  2.095  -0.284  -0.206
C  2.316  0.650  1.111  -0.597
N  2.552  2.242  2.987  0.123
H  -1.607  -4.523  0.477  0.096
C  -3.165  -0.076  0.770  0.054
N  -5.066  3.804  -0.219  0.121
C  4.594  1.647  1.809  -0.088
C  -5.116  3.767  1.206  -0.281
H  5.841  2.113  3.550  0.140
C  -2.100  2.048  -0.735  -0.077
C  3.165  -2.007  2.913  -0.003
H  3.496  -4.699  -1.669  0.117
C  2.847  -3.828  -1.778  0.001
H  -4.991  1.062  0.757  0.135
H  2.190  3.195  2.970  0.194
H  -1.043  -5.004  2.077  0.117
C  2.920  -2.853  0.547  -0.034
C  3.081  1.852  1.621  -0.131
H  0.301  3.589  -2.575  0.125
C  0.086  -1.765  -4.383  -0.160
H  2.551  -1.383  3.560  0.090
C  -0.183  2.862  -1.939  -0.006
C  0.877  -1.453  -7.023  0.002
C  -0.390  -1.954  -6.741  -0.020
C  -3.976  3.954  1.980  -0.039
C  1.367  -1.260  -4.686  0.003
H  0.319  -4.422  -0.951  0.145
H  -7.431  3.545  3.661  0.115
C  -1.859  -0.124  0.369  -0.288
O  1.315  0.216  1.740  -0.053
H  -1.792  -2.422  -1.564  0.076
C  -0.788  -2.112  -5.431  0.017
H  5.000  3.503  2.875  0.136
H  3.574  -2.811  3.529  0.122
H  -1.694  -3.550  -2.941  0.123
H  -3.212  4.162  3.977  0.100
H  -2.071  3.879  -1.875  0.136
H  4.010  -1.440  2.523  0.080
O  2.659  0.106  0.023  -0.073
H  3.723  1.141  4.360  0.137
C  -6.467  3.649  3.184  -0.096
Zr  0.839  -1.224  -0.056  1.950
C  3.712  2.156  3.965  -0.067
H  -3.019  4.124  1.502  0.113
O  0.494  -1.630  -2.080  -0.172
C  -1.095  -4.172  1.371  0.002
C  0.524  1.731  -1.529  -0.088
H  3.932  -2.521  0.350  0.151
C  -0.309  -1.941  -3.019  -0.283
C  1.028  -3.000  2.036  -0.016
C  -4.081  3.983  3.359  -0.119
H  1.553  1.579  -1.837  0.125
H  2.881  2.678  0.936  0.179

Properties
LUMO	-8.80	eV
energy	-4573.08432	Eh
multiplicity	1
HOMO energy	-14.13	eV
HOMO-LUMO gap	5.334	eV
net charge	+3
relative energy (zero: lowest compared OMol25 entry of this formula, charge and spin)	30.4	kJ/mol